Computed, not measured: a 14-piece molecular cluster, C45H128F3N12O13 overall, with ωB97M-V/def2-TZVPD.

Atoms and positions in Å:
N: -5.35 -0.39 4.71
H: -6.03 0.31 4.44
H: -5.91 -1.16 5.02
H: -4.78 -0.10 5.50
H: -4.69 -0.66 3.99
N: 0.27 -0.57 5.21
H: -0.44 -0.51 5.94
H: -0.18 -0.88 4.36
H: 0.82 -1.36 5.53
H: 0.68 0.35 5.14
C: -0.93 -1.59 0.54
O: 0.36 -1.42 0.97
O: -1.68 -1.83 1.75
C: -1.32 -0.37 -0.48
F: -0.34 0.39 -0.95
F: -1.99 -0.82 -1.59
F: -2.23 0.49 0.05
C: 1.47 -1.70 0.03
C: 2.77 -1.28 0.61
H: 3.57 -1.90 0.20
H: 2.89 -0.23 0.33
H: 2.88 -1.35 1.69
H: 1.53 -1.26 -0.97
H: 1.46 -2.78 -0.12
H: -0.90 -2.54 0.01
C: -4.14 -0.93 -6.75
O: -4.49 -0.77 -8.14
H: -4.74 -1.72 -6.29
H: -3.11 -1.28 -6.67
H: -4.34 0.00 -6.22
H: -3.80 -0.25 -8.57
C: 1.70 1.31 -6.12
C: 3.04 1.17 -6.83
C: 2.84 0.75 -8.28
O: 2.22 -0.58 -8.26
C: 1.36 -0.93 -9.37
N: 3.70 2.48 -6.77
H: 1.05 0.44 -6.18
H: 1.09 2.09 -6.56
H: 1.87 1.53 -5.07
H: 3.70 0.44 -6.36
H: 3.79 0.74 -8.81
H: 2.19 1.49 -8.75
H: 0.53 -0.22 -9.44
H: 0.92 -1.92 -9.39
H: 1.96 -0.84 -10.28
H: 3.75 2.76 -5.81
H: 4.69 2.36 -6.97
C: 7.87 -0.22 7.50
C: 7.80 0.62 6.21
C: 7.44 -0.28 4.94
O: 8.54 -1.19 4.66
C: 9.67 -0.59 4.05
N: 6.68 1.56 6.47
H: 8.56 -1.04 7.30
H: 6.91 -0.69 7.68
H: 8.31 0.15 8.43
H: 8.73 1.18 6.11
H: 7.31 0.31 4.04
H: 6.62 -0.98 5.16
H: 10.42 -1.38 4.18
H: 10.02 0.16 4.76
H: 9.48 -0.27 3.03
H: 6.95 2.16 7.23
H: 6.55 2.17 5.67
C: 4.26 7.65 -4.75
C: 3.28 7.20 -3.68
C: 3.88 6.47 -2.44
O: 4.73 5.34 -2.85
C: 5.23 4.53 -1.76
N: 2.48 8.33 -3.35
H: 5.11 8.24 -4.41
H: 3.85 8.10 -5.66
H: 4.74 6.74 -5.13
H: 2.63 6.46 -4.14
H: 3.04 6.24 -1.80
H: 4.44 7.11 -1.76
H: 5.78 3.65 -2.08
H: 4.38 4.06 -1.27
H: 5.87 5.12 -1.09
H: 2.07 8.74 -4.18
H: 1.72 8.01 -2.78
C: 0.21 -4.00 -4.28
C: 1.25 -4.46 -5.28
C: 2.70 -3.85 -5.03
O: 3.31 -4.32 -3.81
C: 4.63 -3.74 -3.58
N: 1.16 -5.87 -5.28
H: 0.13 -2.91 -4.34
H: 0.32 -4.30 -3.24
H: -0.78 -4.36 -4.55
H: 0.90 -4.06 -6.23
H: 2.50 -2.78 -5.04
H: 3.35 -4.03 -5.88
H: 5.07 -4.13 -2.66
H: 4.65 -2.65 -3.62
H: 5.30 -4.13 -4.34
H: 1.48 -6.04 -4.33
H: 1.95 -6.25 -5.78
C: -9.45 -1.65 0.42
C: -8.02 -2.22 0.57
C: -7.67 -3.12 -0.60
O: -6.27 -3.48 -0.54
C: -5.75 -4.09 -1.76
N: -7.14 -1.07 0.47
H: -9.63 -1.23 -0.57
H: -9.78 -0.93 1.18
H: -10.12 -2.51 0.36
H: -7.79 -2.68 1.53
H: -7.85 -2.74 -1.60
H: -8.35 -3.97 -0.52
H: -6.20 -5.05 -2.00
H: -4.67 -4.19 -1.61
H: -5.92 -3.46 -2.64
H: -6.19 -1.43 0.49
H: -7.27 -0.85 -0.50
C: 1.38 4.25 2.77
C: 2.73 3.79 3.42
C: 3.62 5.03 3.66
O: 4.97 4.74 4.02
C: 5.81 5.92 4.05
N: 2.44 3.17 4.70
H: 1.63 4.68 1.81
H: 0.92 5.07 3.33
H: 0.73 3.38 2.69
H: 3.24 3.11 2.74
H: 3.07 5.70 4.31
H: 3.64 5.49 2.68
H: 6.85 5.60 4.18
H: 5.47 6.59 4.84
H: 5.95 6.44 3.11
H: 2.11 3.83 5.39
H: 3.34 2.87 5.05
C: -1.34 -8.86 -1.28
C: -0.26 -8.87 -0.17
C: 0.86 -7.87 -0.42
O: 1.98 -8.22 0.38
C: 3.09 -7.36 0.39
N: -1.05 -8.62 1.08
H: -0.95 -8.80 -2.29
H: -2.08 -8.06 -1.23
H: -1.82 -9.84 -1.33
H: 0.13 -9.88 -0.16
H: 0.53 -6.86 -0.16
H: 1.09 -7.92 -1.48
H: 3.67 -7.36 1.31
H: 2.97 -6.29 0.20
H: 3.73 -7.67 -0.43
H: -1.78 -9.31 1.11
H: -0.46 -8.96 1.82
C: 1.17 -5.64 4.70
C: 0.51 -5.42 6.11
C: 0.27 -6.75 6.85
O: -0.68 -7.56 6.09
C: -0.79 -8.93 6.45
N: 1.42 -4.53 6.86
H: 2.25 -5.82 4.74
H: 1.04 -4.78 4.05
H: 0.76 -6.57 4.30
H: -0.43 -4.92 5.90
H: -0.16 -6.62 7.85
H: 1.20 -7.28 7.04
H: -1.39 -9.45 5.71
H: -1.28 -9.11 7.41
H: 0.13 -9.49 6.37
H: 2.31 -4.93 7.10
H: 1.04 -4.40 7.78
C: -4.03 5.92 -3.68
C: -2.61 5.43 -3.43
C: -1.95 5.78 -2.04
O: -1.65 7.26 -1.89
C: -1.43 7.71 -0.56
N: -2.68 3.99 -3.58
H: -4.38 5.70 -4.68
H: -4.16 6.99 -3.51
H: -4.75 5.38 -3.06
H: -1.99 5.94 -4.17
H: -0.96 5.33 -1.93
H: -2.66 5.40 -1.30
H: -1.35 8.79 -0.55
H: -0.51 7.35 -0.10
H: -2.25 7.28 0.02
H: -3.38 3.56 -2.99
H: -1.81 3.54 -3.32
C: -6.94 4.89 1.53
C: -8.11 4.74 2.53
C: -9.47 5.02 1.86
O: -9.53 6.24 1.13
C: -9.53 7.38 1.96
N: -7.91 3.36 3.02
H: -6.67 3.98 0.99
H: -6.05 5.15 2.10
H: -7.01 5.72 0.82
H: -7.98 5.35 3.42
H: -10.19 4.94 2.68
H: -9.75 4.22 1.18
H: -8.58 7.52 2.48
H: -10.25 7.30 2.77
H: -9.69 8.30 1.40
H: -8.67 3.04 3.61
H: -7.83 2.73 2.23

The value obtained for the LUMO energy is -4.053 eV. As for the total energy: -3725.3460 Ha. Its net charge is +1.

Atomic partial charges in e from the Löwdin method, atoms 1 to 99: atom 1 (N): 0.357, atom 2 (H): 0.155, atom 3 (H): 0.157, atom 4 (H): 0.150, atom 5 (H): 0.156, atom 6 (N): 0.353, atom 7 (H): 0.140, atom 8 (H): 0.129, atom 9 (H): 0.145, atom 10 (H): 0.140, atom 11 (C): -0.469, atom 12 (O): -0.130, atom 13 (O): -0.335, atom 14 (C): -0.506, atom 15 (F): 0.129, atom 16 (F): 0.081, atom 17 (F): 0.076, atom 18 (C): -0.253, atom 19 (C): -0.095, atom 20 (H): 0.077, atom 21 (H): 0.074, atom 22 (H): 0.068, atom 23 (H): 0.113, atom 24 (H): 0.111, atom 25 (H): 0.128, atom 26 (C): -0.145, atom 27 (O): -0.134, atom 28 (H): 0.071, atom 29 (H): 0.071, atom 30 (H): 0.073, atom 31 (H): 0.064, atom 32 (C): -0.062, atom 33 (C): -0.449, atom 34 (C): -0.182, atom 35 (O): -0.215, atom 36 (C): -0.092, atom 37 (N): 0.032, atom 38 (H): 0.071, atom 39 (H): 0.083, atom 40 (H): 0.072, atom 41 (H): 0.132, atom 42 (H): 0.120, atom 43 (H): 0.122, atom 44 (H): 0.078, atom 45 (H): 0.080, atom 46 (H): 0.080, atom 47 (H): 0.062, atom 48 (H): 0.067, atom 49 (C): -0.075, atom 50 (C): -0.401, atom 51 (C): -0.139, atom 52 (O): -0.231, atom 53 (C): -0.104, atom 54 (N): 0.009, atom 55 (H): 0.068, atom 56 (H): 0.075, atom 57 (H): 0.074, atom 58 (H): 0.117, atom 59 (H): 0.113, atom 60 (H): 0.121, atom 61 (H): 0.093, atom 62 (H): 0.074, atom 63 (H): 0.091, atom 64 (H): 0.066, atom 65 (H): 0.053, atom 66 (C): -0.064, atom 67 (C): -0.464, atom 68 (C): -0.154, atom 69 (O): -0.201, atom 70 (C): -0.100, atom 71 (N): 0.028, atom 72 (H): 0.081, atom 73 (H): 0.076, atom 74 (H): 0.069, atom 75 (H): 0.130, atom 76 (H): 0.105, atom 77 (H): 0.116, atom 78 (H): 0.079, atom 79 (H): 0.075, atom 80 (H): 0.082, atom 81 (H): 0.078, atom 82 (H): 0.064, atom 83 (C): -0.079, atom 84 (C): -0.457, atom 85 (C): -0.175, atom 86 (O): -0.201, atom 87 (C): -0.089, atom 88 (N): 0.037, atom 89 (H): 0.073, atom 90 (H): 0.076, atom 91 (H): 0.077, atom 92 (H): 0.133, atom 93 (H): 0.110, atom 94 (H): 0.116, atom 95 (H): 0.080, atom 96 (H): 0.082, atom 97 (H): 0.079, atom 98 (H): 0.064, atom 99 (H): 0.075

=====

Computed, not measured: a 18-piece molecular cluster, C45H129N3O21 overall, with ωB97M-V/def2-TZVPD.

Atoms and positions in Å:
C: 1.66 -4.38 -0.99
O: 2.97 -4.28 -0.48
H: 0.90 -4.23 -0.21
H: 1.44 -3.60 -1.73
H: 1.52 -5.35 -1.47
H: 3.16 -3.32 -0.46
C: 2.55 4.26 -1.92
O: 2.76 4.28 -0.53
H: 1.51 4.10 -2.19
H: 2.87 5.20 -2.40
H: 3.16 3.47 -2.38
H: 3.70 4.13 -0.32
C: -3.52 2.79 -2.78
O: -3.36 2.50 -4.16
H: -4.52 2.53 -2.44
H: -2.82 2.19 -2.19
H: -3.29 3.82 -2.53
H: -4.18 2.70 -4.62
C: -3.09 2.82 0.96
O: -3.82 3.77 0.18
H: -2.52 3.26 1.78
H: -3.78 2.04 1.31
H: -2.38 2.36 0.27
H: -3.93 4.55 0.74
C: -0.06 -5.95 -6.03
O: -0.31 -4.59 -6.29
H: 0.28 -6.14 -5.00
H: -0.96 -6.55 -6.14
H: 0.68 -6.35 -6.73
H: 0.51 -4.08 -6.33
C: 5.48 2.27 -0.56
O: 5.26 3.33 0.37
H: 6.34 2.41 -1.21
H: 5.60 1.34 0.01
H: 4.60 2.14 -1.18
H: 6.08 3.50 0.84
C: -0.09 -2.93 4.15
O: 0.38 -2.04 5.14
H: -0.94 -2.45 3.67
H: 0.62 -3.11 3.34
H: -0.36 -3.89 4.61
H: 1.16 -2.40 5.57
C: 3.10 -3.11 -5.61
O: 2.16 -2.88 -6.66
H: 2.80 -3.99 -5.04
H: 4.09 -3.28 -6.04
H: 3.21 -2.25 -4.95
H: 2.52 -3.20 -7.49
C: 4.45 -1.12 -1.19
O: 3.31 -1.46 -0.42
H: 4.28 -1.27 -2.26
H: 4.73 -0.10 -0.93
H: 5.30 -1.72 -0.87
H: 2.49 -0.98 -0.67
C: -0.72 -2.89 -3.51
O: -0.49 -1.72 -2.78
C: 0.54 -0.97 -3.43
C: 0.77 0.33 -2.71
N: 1.10 0.13 -1.29
C: 1.32 1.44 -0.65
C: 1.42 1.25 0.85
O: 0.27 0.74 1.46
C: 0.56 0.08 2.69
H: 0.22 -3.44 -3.64
H: -1.16 -2.79 -4.50
H: -1.37 -3.59 -2.99
H: 0.17 -0.76 -4.44
H: 1.44 -1.59 -3.50
H: -0.16 0.90 -2.76
H: 1.57 0.90 -3.19
H: 0.30 -0.33 -0.87
H: 0.56 2.20 -0.87
H: 2.25 1.85 -1.04
H: 1.66 2.18 1.37
H: 2.35 0.67 0.96
H: 0.83 -0.96 2.45
H: -0.34 0.08 3.30
H: 1.39 0.57 3.20
C: -0.03 3.66 4.12
O: -1.36 3.45 4.54
C: -1.82 2.13 4.32
C: -3.14 1.98 5.03
N: -4.12 2.93 4.54
C: -5.31 2.98 5.39
C: -6.37 3.89 4.85
O: -5.85 5.20 4.74
C: -6.88 6.15 4.60
H: 0.66 2.91 4.51
H: 0.31 4.59 4.57
H: 0.06 3.67 3.03
H: -1.11 1.44 4.81
H: -1.99 1.91 3.26
H: -2.97 2.09 6.12
H: -3.50 0.95 4.92
H: -3.69 3.85 4.49
H: -5.02 3.37 6.37
H: -5.63 1.94 5.45
H: -7.21 3.85 5.56
H: -6.74 3.61 3.86
H: -6.55 7.18 4.67
H: -7.69 5.93 5.31
H: -7.41 6.02 3.64
C: 7.41 6.04 10.18
O: 6.18 5.43 9.90
C: 5.87 5.38 8.52
C: 4.81 4.31 8.29
N: 4.90 3.84 6.90
C: 3.78 2.99 6.54
C: 3.75 2.70 5.05
O: 3.16 3.83 4.41
C: 3.39 3.77 3.00
H: 8.16 5.88 9.39
H: 7.81 5.70 11.13
H: 7.30 7.13 10.18
H: 6.81 5.19 7.98
H: 5.56 6.37 8.17
H: 3.81 4.74 8.45
H: 4.95 3.44 8.92
H: 4.91 4.66 6.29
H: 2.82 3.36 6.95
H: 3.88 2.05 7.09
H: 3.10 1.83 4.92
H: 4.73 2.45 4.65
H: 4.44 4.07 2.93
H: 2.74 4.51 2.53
H: 3.32 2.80 2.51
C: 3.80 -4.58 3.28
C: 4.51 -3.27 3.48
C: 3.66 -2.10 3.02
O: 4.89 -3.04 4.84
H: 4.41 -5.45 3.56
H: 3.69 -4.76 2.21
H: 2.85 -4.61 3.81
H: 5.44 -3.29 2.90
H: 4.24 -1.18 2.97
H: 2.78 -1.99 3.66
H: 3.25 -2.28 2.03
H: 5.60 -3.66 5.04
C: -4.20 -0.74 -3.03
C: -5.59 -1.23 -2.62
C: -6.31 -0.22 -1.73
O: -6.37 -1.47 -3.78
H: -3.62 -0.34 -2.20
H: -4.28 0.00 -3.83
H: -3.61 -1.56 -3.44
H: -5.45 -2.13 -2.01
H: -7.19 -0.71 -1.31
H: -6.61 0.68 -2.27
H: -5.61 0.04 -0.93
H: -5.95 -2.19 -4.27
C: -3.34 -7.49 -3.64
C: -2.59 -7.73 -2.33
C: -1.53 -6.66 -2.12
O: -3.51 -7.55 -1.24
H: -4.18 -8.17 -3.82
H: -2.68 -7.69 -4.49
H: -3.71 -6.47 -3.69
H: -2.13 -8.73 -2.35
H: -2.02 -5.70 -1.99
H: -0.86 -6.72 -2.99
H: -0.92 -6.86 -1.24
H: -4.21 -8.21 -1.36
C: -0.06 3.48 -4.37
C: -0.14 2.70 -5.69
C: 1.20 2.05 -6.07
O: -1.09 1.65 -5.56
H: -0.20 2.82 -3.52
H: -0.83 4.25 -4.35
H: 0.90 3.98 -4.23
H: -0.39 3.40 -6.50
H: 1.24 1.79 -7.12
H: 1.38 1.19 -5.42
H: 1.99 2.76 -5.81
H: -1.90 2.00 -5.12
C: -1.70 -1.50 -6.97
C: -2.83 -2.35 -7.49
C: -2.64 -2.65 -9.01
O: -2.90 -3.61 -6.84
H: -1.67 -1.53 -5.88
H: -1.79 -0.47 -7.33
H: -0.71 -1.85 -7.27
H: -3.80 -1.85 -7.46
H: -3.46 -3.29 -9.35
H: -1.68 -3.11 -9.22
H: -2.70 -1.73 -9.60
H: -2.00 -3.98 -6.69
C: -2.75 -0.66 1.21
C: -2.86 -2.07 0.69
C: -1.56 -2.68 0.20
O: -3.38 -2.88 1.76
H: -3.71 -0.19 1.41
H: -2.33 -0.08 0.38
H: -2.12 -0.53 2.10
H: -3.65 -2.03 -0.07
H: -0.87 -1.88 -0.09
H: -1.71 -3.32 -0.67
H: -1.05 -3.24 0.98
H: -3.28 -3.81 1.53

The value obtained for the LUMO energy is 0.217 eV. As for the total energy: -3535.9068 Ha. Its net charge is 0.

Atomic partial charges in e from the Löwdin method, atoms 1 to 99: atom 1 (C): -0.155, atom 2 (O): -0.131, atom 3 (H): 0.068, atom 4 (H): 0.061, atom 5 (H): 0.074, atom 6 (H): 0.023, atom 7 (C): -0.176, atom 8 (O): -0.123, atom 9 (H): 0.053, atom 10 (H): 0.084, atom 11 (H): 0.070, atom 12 (H): 0.037, atom 13 (C): -0.133, atom 14 (O): -0.136, atom 15 (H): 0.079, atom 16 (H): 0.068, atom 17 (H): 0.078, atom 18 (H): 0.097, atom 19 (C): -0.137, atom 20 (O): -0.125, atom 21 (H): 0.069, atom 22 (H): 0.071, atom 23 (H): 0.060, atom 24 (H): 0.074, atom 25 (C): -0.133, atom 26 (O): -0.140, atom 27 (H): 0.067, atom 28 (H): 0.079, atom 29 (H): 0.084, atom 30 (H): 0.051, atom 31 (C): -0.130, atom 32 (O): -0.126, atom 33 (H): 0.093, atom 34 (H): 0.073, atom 35 (H): 0.058, atom 36 (H): 0.097, atom 37 (C): -0.169, atom 38 (O): -0.123, atom 39 (H): 0.068, atom 40 (H): 0.059, atom 41 (H): 0.085, atom 42 (H): 0.076, atom 43 (C): -0.130, atom 44 (O): -0.128, atom 45 (H): 0.079, atom 46 (H): 0.084, atom 47 (H): 0.065, atom 48 (H): 0.086, atom 49 (C): -0.122, atom 50 (O): -0.172, atom 51 (H): 0.079, atom 52 (H): 0.036, atom 53 (H): 0.089, atom 54 (H): 0.053, atom 55 (C): -0.130, atom 56 (O): -0.181, atom 57 (C): -0.189, atom 58 (C): -0.176, atom 59 (N): -0.042, atom 60 (C): -0.180, atom 61 (C): -0.230, atom 62 (O): -0.181, atom 63 (C): -0.088, atom 64 (H): 0.075, atom 65 (H): 0.060, atom 66 (H): 0.077, atom 67 (H): 0.115, atom 68 (H): 0.107, atom 69 (H): 0.110, atom 70 (H): 0.118, atom 71 (H): 0.095, atom 72 (H): 0.123, atom 73 (H): 0.090, atom 74 (H): 0.103, atom 75 (H): 0.121, atom 76 (H): 0.077, atom 77 (H): 0.057, atom 78 (H): 0.089, atom 79 (C): -0.096, atom 80 (O): -0.180, atom 81 (C): -0.240, atom 82 (C): -0.220, atom 83 (N): -0.052, atom 84 (C): -0.206, atom 85 (C): -0.237, atom 86 (O): -0.187, atom 87 (C): -0.127, atom 88 (H): 0.076, atom 89 (H): 0.093, atom 90 (H): 0.088, atom 91 (H): 0.120, atom 92 (H): 0.098, atom 93 (H): 0.121, atom 94 (H): 0.123, atom 95 (H): 0.103, atom 96 (H): 0.125, atom 97 (H): 0.123, atom 98 (H): 0.119, atom 99 (H): 0.128